Molecular formula: C25H24N4O5
Method: DFT, ωB97M-V with the def2-TZVPD basis set

Positions of all 58 atoms, in Å:
C: 5.247328 -1.776498 -6.571044
C: 5.343500 -0.266071 -6.385714
O: 5.607721 0.100198 -5.042774
C: 4.723849 -0.144141 -4.038129
C: 5.298632 -0.171158 -2.767414
C: 4.550422 -0.367950 -1.629173
C: 3.175223 -0.552514 -1.733994
C: 2.372044 -0.769931 -0.544549
C: 0.959515 -0.933576 -0.450748
C: 0.748786 -1.102192 0.886990
N: -0.383079 -1.310541 1.641652
C: -1.650406 -1.325756 1.151821
O: -1.954090 -1.192914 -0.008343
C: -2.673541 -1.551092 2.275241
N: -2.425515 -0.672954 3.381583
N: -1.448605 -1.000384 4.238494
C: -1.442114 -0.076368 5.185903
C: -2.427515 0.877406 4.935205
C: -3.030771 0.478784 3.746956
C: -4.115489 1.242163 3.174937
C: -4.589088 1.156339 1.869049
C: -5.677413 1.908652 1.467606
C: -6.305033 2.755790 2.366215
C: -5.816481 2.894085 3.652262
C: -4.706675 2.165843 4.062177
O: -4.277524 2.354743 5.341155
C: -2.908364 2.097106 5.637309
O: 1.916540 -1.048580 1.549933
N: 2.915556 -0.842087 0.650293
C: 2.583771 -0.519930 -2.995373
C: 3.327191 -0.310208 -4.147110
O: 2.762802 -0.247854 -5.394277
C: 1.386615 -0.528168 -5.549936
C: 1.081899 -0.494072 -7.040010
H: 5.159227 -2.009929 -7.628677
H: 6.137318 -2.259556 -6.173860
H: 4.377138 -2.168789 -6.051319
H: 6.208549 0.123550 -6.930724
H: 4.439251 0.223156 -6.756607
H: 6.366468 -0.029865 -2.710645
H: 5.009162 -0.389062 -0.654782
H: 0.216757 -0.927151 -1.217105
H: -0.257747 -1.391763 2.652593
H: -3.684099 -1.411374 1.892271
H: -2.561910 -2.582060 2.628720
H: -0.739248 -0.130967 5.992165
H: -4.092188 0.521552 1.152169
H: -6.035362 1.830743 0.452692
H: -7.164783 3.331144 2.058231
H: -6.274770 3.570863 4.355825
H: -2.856757 1.989009 6.723854
H: -2.306727 2.975577 5.345298
H: 1.517218 -0.649081 -3.069973
H: 1.152003 -1.519693 -5.138225
H: 0.783588 0.225179 -5.024600
H: 1.681764 -1.236089 -7.560418
H: 0.029520 -0.705856 -7.205488
H: 1.315675 0.486936 -7.444782

Cartesian forces (eV/Å) of the 3 atoms listed first:
C 0.1 0.4 0.2
C 0.0 -0.3 -0.6
O -0.1 0.2 0.3

Properties
Charge: 0
Multiplicity: 1
Relative energy (zero: lowest compared OMol25 entry of this formula, charge and spin): 0.00 kcal per mole
Gap between HOMO and LUMO: 8.3 eV

Here are the Mulliken charges for atoms 1 to 6, given in e: atom 1 (C): -0.9984, atom 2 (C): -0.2474, atom 3 (O): -0.5090, atom 4 (C): 0.4468, atom 5 (C): -0.5290, atom 6 (C): -1.1267

Molecular formula: C4H2N2S
Method: DFT, ωB97M-V with the def2-TZVPD basis set

Positions of all 9 atoms, in Å:
C: -0.845214 -1.621419 -1.544954
C: -0.277646 -0.698500 -0.810429
C: 0.134034 -0.054555 0.465193
C: 0.638374 -0.856104 1.491630
N: 0.896764 -1.635922 2.313121
N: 0.154869 1.221204 0.745909
S: 0.015651 2.357055 -0.503264
H: -1.094977 -2.110141 -2.509460
H: 0.378146 3.398381 0.352255

Cartesian forces (eV/Å) of the 3 atoms listed first:
C 3.4 5.4 2.6
C -3.0 -5.1 -2.5
C -0.6 2.4 -1.9

Properties
Charge: 0
Multiplicity: 1
Relative energy (zero: lowest compared OMol25 entry of this formula, charge and spin): 81.05 kcal per mole
Gap between HOMO and LUMO: 8.4 eV

Here are the Mulliken charges for atoms 1 to 6, given in e: atom 1 (C): -0.3142, atom 2 (C): -0.2933, atom 3 (C): 0.7445, atom 4 (C): 0.2188, atom 5 (N): -0.3819, atom 6 (N): -0.3981

Molecular formula: C6H13NO2
Method: DFT, ωB97M-V with the def2-TZVPD basis set

Positions of all 22 atoms, in Å:
C: 1.895844 -0.987263 0.394753
C: 1.414691 0.300163 -0.322602
C: 2.187021 1.509857 0.227522
C: -0.087700 0.521965 -0.087950
C: -0.992231 -0.265128 -1.062839
N: -1.910201 -1.244106 -0.481964
C: -3.043457 -0.791096 0.181309
O: -3.973311 -1.495263 0.481827
O: -3.056084 0.568562 0.388277
H: 1.050715 -1.541742 0.809939
H: 2.533647 -0.726574 1.243157
H: 2.462398 -1.649084 -0.260403
H: 1.629431 0.214991 -1.391009
H: 3.253647 1.437459 0.006696
H: 2.072400 1.531309 1.316201
H: 1.784207 2.447404 -0.159734
H: -0.328216 0.234146 0.938830
H: -0.309807 1.589789 -0.163422
H: -1.558418 0.417579 -1.693365
H: -0.340390 -0.830980 -1.734938
H: -1.430848 -1.958289 0.047219
H: -3.253338 0.716298 1.322498

Cartesian forces (eV/Å) of the 3 atoms listed first:
C -0.1 0.1 -0.1
C 0.2 0.2 0.7
C -0.2 -0.3 0.1

Properties
Charge: 0
Multiplicity: 1
Relative energy (zero: lowest compared OMol25 entry of this formula, charge and spin): 14.06 kcal per mole
Gap between HOMO and LUMO: 10.5 eV

Here are the Mulliken charges for atoms 1 to 6, given in e: atom 1 (C): -1.3702, atom 2 (C): 0.7335, atom 3 (C): -1.7174, atom 4 (C): -0.8431, atom 5 (C): -0.7334, atom 6 (N): -0.2738

Molecular formula: C5H8O
Method: DFT, ωB97M-V with the def2-TZVPD basis set

Positions of all 14 atoms, in Å:
C: -0.656991 -2.763057 -0.399259
C: -0.036190 -1.736522 -0.516069
C: 0.627442 -0.435445 -0.615942
C: 0.242377 0.524407 0.553765
C: 0.006908 1.932017 0.034531
O: -0.948142 0.154010 1.211355
H: -1.211348 -3.672848 -0.327827
H: 0.353643 0.015334 -1.577642
H: 1.715033 -0.573582 -0.632230
H: 1.080248 0.528305 1.270224
H: -0.848336 1.913899 -0.650057
H: -0.235566 2.602733 0.863294
H: 0.880542 2.321170 -0.498416
H: -0.969621 -0.810421 1.284274

Cartesian forces (eV/Å) of the 3 atoms listed first:
C 0.3 0.4 -0.1
C -0.2 -0.5 0.1
C 0.0 0.0 -0.1

Properties
Charge: 0
Multiplicity: 1
Relative energy (zero: lowest compared OMol25 entry of this formula, charge and spin): 47.72 kcal per mole
Gap between HOMO and LUMO: 11.0 eV

Here are the Mulliken charges for atoms 1 to 6, given in e: atom 1 (C): 0.2015, atom 2 (C): -0.5270, atom 3 (C): -0.6792, atom 4 (C): 0.4200, atom 5 (C): -1.4303, atom 6 (O): -0.5051

Molecular formula: C14H9NNiO2S3
Method: DFT, ωB97M-V with the def2-TZVPD basis set

Positions of all 30 atoms, in Å:
Ni: -0.239846 0.727016 0.535849
S: 1.644477 -0.576095 0.417843
C: 2.390434 -0.221260 1.968419
C: 3.704045 -0.656194 2.213409
C: 4.339880 -0.456697 3.429841
C: 3.663914 0.202456 4.451877
C: 2.371180 0.653855 4.224836
C: 1.713332 0.469899 3.000833
S: 0.075727 1.100449 2.810842
H: 4.221869 -1.164679 1.406748
H: 5.357752 -0.804116 3.577280
H: 4.140904 0.367735 5.411904
H: 1.831946 1.174872 5.009094
O: -0.096296 9.035626 -0.226380
C: -0.134570 8.036613 0.712515
O: -0.233510 8.366751 1.867715
C: -0.052842 6.653720 0.211315
C: 0.042358 6.311669 -1.144471
C: 0.100553 4.999269 -1.554141
C: 0.062494 3.926025 -0.628766
S: 0.107841 2.303600 -1.202109
C: -0.016809 4.281966 0.738038
C: -0.074746 5.600637 1.133798
H: -0.013295 8.630983 -1.098383
H: 0.072850 7.071205 -1.923601
H: 0.172158 4.757651 -2.607574
H: -0.011007 3.489958 1.478101
H: -0.133509 5.854260 2.185433
N: -2.600194 -1.017322 -0.574270
C: -1.721731 -0.369315 -0.184791

Cartesian forces (eV/Å) of the 3 atoms listed first:
Ni 0.2 0.1 0.4
S 0.2 0.0 0.2
C 0.0 -0.1 0.0

Properties
Charge: -2
Multiplicity: 3
Gap between HOMO and LUMO (spin up / spin down): 5.5 / 5.7 eV

Here are the Mulliken charges for atoms 1 to 6, given in e: atom 1 (Ni): 0.0897, atom 2 (S): -0.3955, atom 3 (C): 0.4099, atom 4 (C): -0.5040, atom 5 (C): -0.4505, atom 6 (C): -0.4451